The following is a quantum chemistry calculation of C38H34ClN7O2RbS as an isolated structure, from the OMol25 dataset.

Geometry as ORCA input:
```
! wB97M-V def2-TZVPD RIJCOSX def2/J DEFGRID3
* xyz -1 1
Rb 0.96 0.20 0.21
Cl 8.95 -0.17 -0.35
C 7.28 -0.40 -0.18
C 6.55 -1.13 -1.11
C 5.24 -1.46 -0.86
C 4.52 -1.05 0.33
O 3.35 -1.46 0.60
C 5.31 -0.13 1.25
C 4.74 0.47 2.40
N 3.43 0.71 2.58
C 3.04 1.25 3.78
C 3.89 1.34 4.91
C 3.45 1.74 6.16
C 2.13 2.06 6.38
C 1.19 2.02 5.32
C -0.17 2.40 5.46
C -0.98 2.38 4.36
C -0.45 1.99 3.10
N 0.83 1.65 2.89
C 1.63 1.62 4.00
C 6.66 0.10 0.95
H 7.07 -1.45 -2.00
H 4.70 -2.13 -1.54
H 5.49 0.84 3.13
H 4.87 0.93 4.78
H 4.15 1.81 6.99
H 1.78 2.44 7.36
H -0.57 2.75 6.41
H -2.03 2.67 4.42
H -1.11 1.92 2.23
H 7.29 0.66 1.63
C -2.24 4.39 -3.30
C -1.31 3.74 -4.33
N -1.52 2.29 -4.48
C -2.69 1.82 -5.27
C -3.90 1.37 -4.47
C -0.81 1.37 -3.77
S 0.37 1.93 -2.64
N -1.04 0.06 -4.12
C -0.95 -0.91 -3.20
O -0.67 -0.81 -1.98
C -1.20 -2.28 -3.69
C -1.63 -2.54 -5.00
C -1.71 -3.85 -5.46
C -1.32 -4.90 -4.65
C -0.89 -4.63 -3.35
C -0.82 -3.35 -2.86
H -2.21 5.50 -3.41
H -1.88 4.18 -2.28
H -3.31 4.09 -3.35
H -0.27 3.87 -3.98
H -1.42 4.18 -5.34
H -2.34 1.01 -5.91
H -2.93 2.69 -5.93
H -3.60 0.56 -3.76
H -4.71 1.01 -5.14
H -4.32 2.20 -3.86
H -1.87 -1.70 -5.63
H -2.08 -4.02 -6.47
H -1.33 -5.91 -5.06
H -0.62 -5.47 -2.71
H -0.45 -3.12 -1.87
N -2.63 -1.53 2.13
C -1.43 -1.98 2.65
C -1.56 -2.96 3.66
C -0.42 -3.39 4.33
C 0.83 -2.96 3.90
C 0.84 -2.01 2.90
N -0.25 -1.51 2.29
C -3.04 -0.65 1.17
C -4.47 -0.73 0.96
C -5.05 0.15 0.08
C -4.24 1.09 -0.55
C -2.90 1.12 -0.24
N -2.28 0.25 0.58
H -3.42 -2.02 2.52
H -2.55 -3.39 3.87
H -0.49 -4.05 5.20
H 1.74 -3.31 4.36
H 1.79 -1.63 2.53
H -5.04 -1.48 1.49
H -6.11 0.07 -0.20
H -4.66 1.76 -1.30
H -2.22 1.86 -0.67
*
```

Summary:
E_HOMO: -4.20 eV
E: -2884.82933 hartree
relative energy (zero: lowest compared OMol25 entry of this formula, charge and spin): 0.0 kcal/mol

Here are the Mulliken charges for atoms 1 to 2, given in e: number 1, Rb, carries 0.76; number 2, Cl, carries -0.28